(1)
Here is a structure of composition C23H40N4O5Pt from OMol25. Energies are from wB97M-V/def2-TZVPD.

Last column: Löwdin charge in e.
Atoms and positions in Å:
O  1.82  1.42  -3.66  -0.16
H  2.82  1.64  -3.61  0.11
Pt  -0.49  -0.22  -1.84  1.44
N  -2.07  -0.23  -2.98  -0.25
N  0.23  -0.92  -3.60  -0.27
O  -3.34  0.12  -2.56  -0.11
O  1.47  -1.10  -3.93  -0.20
C  -1.97  -0.71  -4.23  -0.28
C  -0.69  -1.15  -4.58  -0.29
C  -3.19  -0.68  -5.10  -0.01
C  -0.29  -1.62  -5.94  -0.03
H  -3.65  0.32  -5.18  0.08
H  -3.97  -1.37  -4.73  0.10
H  -2.94  -1.00  -6.13  0.08
H  0.67  -2.14  -5.90  0.07
H  -0.19  -0.79  -6.66  0.09
H  -1.05  -2.29  -6.35  0.08
H  -3.60  0.99  -3.01  0.07
H  1.88  0.47  -3.75  -0.04
O  -0.39  -3.19  -0.24  -0.08
H  -1.08  -3.87  -0.08  0.06
H  0.35  -3.71  -0.58  0.03
C  0.18  1.64  -2.16  -0.19
H  1.21  1.66  -1.74  0.05
H  -0.18  1.40  -3.16  -0.01
H  -0.19  2.66  -2.11  0.03
O  -4.34  2.40  -3.69  -0.04
H  -3.78  3.19  -3.56  0.08
H  -5.14  2.57  -3.17  0.09
C  -3.99  1.92  3.71  -0.06
C  -2.71  1.10  3.92  -0.56
C  -1.68  1.97  4.67  -0.07
C  -3.03  -0.14  4.78  -0.05
C  -2.14  0.62  2.58  -0.18
C  -3.03  0.24  1.56  -0.03
C  -2.55  -0.08  0.30  -0.09
N  -1.23  -0.06  0.06  -0.10
C  -0.34  0.09  1.07  -0.23
C  -0.78  0.49  2.35  0.05
C  1.01  -0.27  0.73  -0.22
C  2.11  -0.24  1.60  0.03
C  3.36  -0.69  1.17  -0.17
C  3.44  -1.22  -0.13  -0.02
C  2.33  -1.18  -0.96  -0.10
N  1.16  -0.67  -0.56  -0.07
C  4.56  -0.57  2.12  -0.56
C  5.85  -1.12  1.50  -0.07
C  4.78  0.92  2.46  -0.05
C  4.27  -1.33  3.43  -0.05
H  -4.33  2.32  4.67  0.08
H  -4.79  1.30  3.30  0.07
H  -3.80  2.75  3.03  0.09
H  -2.14  2.38  5.58  0.08
H  -0.80  1.39  4.96  0.08
H  -1.37  2.81  4.04  0.09
H  -3.77  -0.77  4.28  0.09
H  -2.13  -0.74  4.95  0.09
H  -3.44  0.16  5.75  0.08
H  -4.10  0.21  1.70  0.10
H  -3.20  -0.31  -0.52  0.08
H  -0.03  0.69  3.11  0.10
H  1.96  0.14  2.61  0.10
H  4.38  -1.62  -0.52  0.10
H  2.40  -1.52  -2.00  0.10
H  6.11  -0.57  0.59  0.09
H  6.67  -1.00  2.22  0.09
H  5.75  -2.18  1.27  0.09
H  3.90  1.35  2.94  0.08
H  5.64  1.01  3.14  0.09
H  4.99  1.49  1.54  0.09
H  3.39  -0.92  3.94  0.08
H  4.09  -2.39  3.22  0.09
H  5.13  -1.24  4.10  0.09

Properties
F_max   5.5 eV/A
ΔE to the lowest compared entry with this formula, charge and spin   2.544 eV
E_HOMO (alpha / beta)   -4.5 / -7.4 eV
Orbital gap (alpha / beta)   4.5 / 7.0 eV
2S+1   3
E_LUMO (alpha / beta)   0.0009 / -0.0133 Eh

(2)
Here is the ion C8H15N4 with charge +1 from OMol25. Energies are from wB97M-V/def2-TZVPD.

Last column: Löwdin charge in e.
Atoms and positions in Å:
C  -1.73  1.68  -0.78  -0.04
C  -1.14  0.73  0.19  -0.14
C  0.70  0.49  0.17  -0.09
C  0.88  -0.83  -0.10  -0.13
C  2.31  -0.94  -0.05  -0.32
N  3.04  -2.04  -0.37  0.14
N  2.84  0.30  0.12  0.14
N  1.81  1.14  0.31  -0.17
C  1.92  2.60  0.46  0.06
C  -0.32  -1.71  0.00  -0.08
N  -1.43  -0.75  -0.19  -0.17
C  -2.67  -1.31  0.42  -0.02
H  -2.69  2.07  -0.31  0.12
H  -1.80  1.10  -1.76  0.12
H  -1.02  2.54  -0.74  0.10
H  -1.38  0.82  1.24  0.13
H  3.99  -2.02  -0.37  0.06
H  2.63  -2.96  -0.08  0.14
H  0.82  2.83  0.67  0.11
H  2.60  2.87  1.17  0.06
H  2.22  3.02  -0.48  0.09
H  -0.28  -2.30  -0.93  0.15
H  -0.57  -2.24  0.95  0.15
H  -1.73  -0.69  -1.24  0.20
H  -2.61  -1.13  1.48  0.09
H  -3.66  -0.82  -0.03  0.16
H  -2.71  -2.45  0.27  0.13

Properties
F_max   7.0 eV/A
ΔE to the lowest compared entry with this formula, charge and spin   2.474 eV
SMILES   C[C@@H]1c2c(c(N)nn2C)C[N@H+]1C
E_HOMO   -11.4 eV
Orbital gap   8.4 eV
Total charge   +1
E_LUMO   -0.1092 Eh

(3)
Here is the ion C4H6NO2S with charge -1 from OMol25. Energies are from wB97M-V/def2-TZVPD.

Last column: Löwdin charge in e.
Atoms and positions in Å:
O  -0.52  -1.63  2.18  -0.01
C  -1.08  -1.51  1.11  -0.40
N  -0.71  -0.76  0.08  0.05
C  0.46  0.09  0.11  -0.37
C  1.54  -0.22  -0.89  -0.25
O  2.13  -1.29  -0.89  0.02
C  -0.09  1.53  -0.12  -0.70
S  -0.47  1.87  -1.87  0.17
H  -1.95  -2.13  0.81  0.12
H  -1.27  -0.57  -0.75  0.11
H  0.83  0.13  1.12  0.13
H  1.77  0.54  -1.65  0.06
H  -1.02  1.54  0.47  0.04
H  0.37  2.42  0.31  0.03

Properties
F_max   2.9 eV/A
ΔE to the lowest compared entry with this formula, charge and spin   0.735 eV
SMILES   O=CN[C@@H](C=O)C[S-]
E_HOMO   -3.1 eV
Orbital gap   6.8 eV
Total charge   -1
E_LUMO   0.1380 Eh

(4)
Here is a structure of composition C4H11NS from OMol25. Energies are from wB97M-V/def2-TZVPD.

Last column: Löwdin charge in e.
Atoms and positions in Å:
C  -2.63  -0.73  -0.18  -0.13
C  -0.71  0.73  -0.49  -0.40
C  0.54  0.92  0.26  -0.54
C  3.26  -0.48  0.27  -0.44
H  -3.53  -0.03  -0.05  0.09
H  -3.19  -1.56  0.25  0.07
H  -2.44  -0.64  -1.19  0.03
H  -0.66  -1.01  0.36  0.03
H  -1.43  1.73  -0.31  0.18
H  -0.64  0.55  -1.55  0.08
H  0.70  1.91  0.09  0.03
H  0.30  0.85  1.42  0.15
H  4.10  -0.78  -0.46  0.01
H  2.94  -1.70  0.97  0.13
H  3.11  0.79  0.89  0.14
N  -1.33  -0.31  0.40  -0.14
S  1.62  -0.24  -0.68  0.71

Properties
F_max   6.0 eV/A
ΔE to the lowest compared entry with this formula, charge and spin   5.520 eV
E_HOMO   -8.3 eV
Orbital gap   8.9 eV
E_LUMO   0.0227 Eh